Entry from the OMol25 dataset: one molecule with the formula C3H3NO2 at a distorted geometry (ωB97M-V with the def2-TZVPD basis set).

## Properties
E_HOMO = -10.293 eV
orbital gap = 10.62 eV
lowest unoccupied orbital energy = 0.3 eV
E_tot = -321.31869 a.u.
relative energy (zero: lowest compared OMol25 entry of this formula, charge and spin) = 37.0 kcal/mol
maximum force = 0.0410 hartree/bohr

The geometry in XYZ format:
```
9
C3H3NO2 | the OMol25 dataset | ωB97M-V with the def2-TZVPD basis set
O 1.9889 -0.7424 -0.4085
C 0.8194 -0.4538 -0.4076
C 0.3774 0.8657 0.1602
O -1.0032 0.6267 0.4891
C -1.2528 -0.6145 0.0166
N -0.3085 -1.2950 -0.5174
H 1.1928 0.7782 0.9005
H 0.4593 1.8106 -0.3767
H -2.2733 -0.9754 0.1439
```

Here are the Mulliken charges for atoms 1 to 5, given in e:
1. O -0.514
2. C 0.458
3. C -0.164
4. O -0.324
5. C 0.121

***

Entry from the OMol25 dataset: C5H7ClO2 as an isolated structure at a distorted geometry (ωB97M-V with the def2-TZVPD basis set).

## Properties
E_HOMO = -9.548 eV
orbital gap = 10.00 eV
lowest unoccupied orbital energy = 0.4 eV
E_tot = -805.33217 a.u.
relative energy (zero: lowest compared OMol25 entry of this formula, charge and spin) = 35.0 kcal/mol
maximum force = 0.0662 hartree/bohr

The geometry in XYZ format:
```
15
C5H7ClO2 | the OMol25 dataset | ωB97M-V with the def2-TZVPD basis set
C 2.3360 -1.5244 -0.1707
C 0.3961 -0.2569 -0.2144
C -0.8650 0.1306 0.4212
C -0.6283 1.5810 0.1382
C 0.7771 1.1982 -0.1302
H 2.7954 -2.2491 0.5195
H 2.1604 -1.9742 -1.1634
H 2.8678 -0.5610 -0.2483
H 0.1585 -0.5037 -1.2606
H -0.8210 -0.0972 1.4817
H -0.6499 2.4156 0.8623
H -1.1555 1.9081 -0.7749
O 1.1398 -1.2301 0.4884
O 1.8473 1.7592 -0.1201
Cl -2.4322 -0.5849 -0.1546
```

Here are the Mulliken charges for atoms 1 to 5, given in e:
1. C -0.666
2. C 0.158
3. C -0.247
4. C -0.456
5. C 0.351

***

Entry from the OMol25 dataset: C23H26CrN4P2S2 as an isolated structure (ωB97M-V with the def2-TZVPD basis set).

## Properties
net charge = +1
E_HOMO (spin up / spin down) = -10.956 / -10.944 eV
orbital gap (spin up / spin down) = 7.04 / 7.52 eV
lowest unoccupied orbital energy (spin up / spin down) = -3.9 / -3.4 eV
expectation value of S² = 3.846
E_tot = -3634.49258 a.u.
maximum force = 0.0087 hartree/bohr
2S+1 = 4

The geometry in XYZ format:
```
58
C23H26CrN4P2S2 | the OMol25 dataset | ωB97M-V with the def2-TZVPD basis set
Cr 0.0321 -0.1728 0.4232
C 3.3953 -0.8961 -0.8667
P 2.4733 0.1033 0.3328
C 3.3323 -0.1749 1.9094
C 2.8577 1.8429 -0.0434
C 4.1815 2.2593 -0.1851
C 4.4791 3.5958 -0.3891
C 3.4560 4.5354 -0.4475
C 2.1377 4.1303 -0.3254
C 1.8288 2.7846 -0.1254
P 0.1104 2.1986 -0.1380
C -0.8825 3.4442 0.7278
C -0.3933 2.3505 -1.8765
H 4.4706 -0.8021 -0.7125
H 3.1455 -0.5803 -1.8789
H 3.1116 -1.9432 -0.7595
H 4.3728 0.1371 1.8069
H 3.3048 -1.2290 2.1804
H 2.8586 0.4051 2.7004
H 4.9896 1.5392 -0.1314
H 5.5092 3.9081 -0.4972
H 3.6885 5.5810 -0.5989
H 1.3502 4.8713 -0.3959
H -0.9095 4.3694 0.1515
H -0.4668 3.6636 1.7117
H -1.9082 3.0837 0.8299
H -0.1512 3.3480 -2.2472
H -1.4615 2.1585 -1.9588
H 0.1287 1.6068 -2.4782
S -2.2135 -0.0396 0.0127
C -2.5988 -1.6657 -0.5276
C -3.9310 -2.0362 -0.7198
C -4.2517 -3.3027 -1.1691
C -5.6433 -3.6549 -1.3486
N -6.7547 -3.9103 -1.4793
C -3.2353 -4.2302 -1.4392
C -1.9161 -3.8714 -1.2458
C -1.5894 -2.5950 -0.7879
S 0.1024 -2.1830 -0.5648
C -3.5369 -5.5613 -1.9172
N -3.7646 -6.6134 -2.3155
H -4.7257 -1.3323 -0.5128
H -1.1344 -4.5902 -1.4513
C -1.3035 1.5709 5.4335
C -0.6558 0.6329 4.4714
C -0.0422 -0.5860 4.6547
C 0.3258 -1.0391 3.3817
N -0.0407 -0.1407 2.4621
N -0.6201 0.8746 3.1515
C 0.9482 -2.3509 3.0425
H -1.0553 1.2862 6.4528
H -2.3885 1.5371 5.3299
H -0.9722 2.5980 5.2790
H 0.1121 -1.0951 5.5912
H -1.0861 1.6128 2.6496
H 1.5878 -2.6791 3.8600
H 1.5278 -2.3225 2.1225
H 0.1702 -3.1009 2.8912
```

Here are the Mulliken charges for atoms 1 to 5, given in e:
1. Cr 0.089
2. C -1.360
3. P 1.246
4. C -1.440
5. C -0.187

***

Entry from the OMol25 dataset: one molecule with the formula C11H12N2O2 at a distorted geometry (ωB97M-V with the def2-TZVPD basis set).

## Properties
E_HOMO = -7.954 eV
orbital gap = 8.51 eV
lowest unoccupied orbital energy = 0.6 eV
E_tot = -686.25666 a.u.
relative energy (zero: lowest compared OMol25 entry of this formula, charge and spin) = 92.4 kcal/mol
maximum force = 0.1394 hartree/bohr

The geometry in XYZ format:
```
27
C11H12N2O2 | the OMol25 dataset | ωB97M-V with the def2-TZVPD basis set
C -0.9459 -1.9590 0.9926
C -2.2597 -2.4497 1.5309
C -1.2962 -0.8139 -0.0131
C 0.0873 -0.2893 -0.6386
C 1.3179 -0.8589 -0.4636
C 0.3462 1.1342 -0.9380
C 1.7297 1.2718 -1.0577
C -0.4324 2.3355 -0.6689
C 2.3975 2.4839 -1.1703
C 0.2122 3.6250 -0.8272
C 1.7041 3.6590 -0.9882
H -0.7371 -3.8945 -0.1493
H -0.0109 -3.7658 1.3412
H -0.3741 -1.5411 1.7451
H -1.6808 -0.0622 0.6094
H -2.0552 -1.3231 -0.8195
H 1.6303 -1.8120 -0.1039
H 3.4401 0.0591 -0.7523
H -1.3958 2.2741 -0.2302
H 3.4666 2.5101 -1.2988
H -0.2361 4.5662 -0.6322
H 2.0251 4.6594 -1.1540
H -3.5573 -1.8811 2.5232
N -0.1739 -3.1501 0.5261
N 2.2869 0.0979 -0.9257
O -2.9491 -3.3188 0.9409
O -2.5395 -1.5570 2.6221
```

Here are the Mulliken charges for atoms 1 to 5, given in e:
1. C -0.032
2. C 0.293
3. C -0.634
4. C 0.090
5. C -0.578

***

Entry from the OMol25 dataset: one molecule with the formula C4H11NS at a distorted geometry (ωB97M-V with the def2-TZVPD basis set).

## Properties
E_HOMO = -8.108 eV
orbital gap = 9.14 eV
lowest unoccupied orbital energy = 1.0 eV
E_tot = -611.89186 a.u.
relative energy (zero: lowest compared OMol25 entry of this formula, charge and spin) = 31.5 kcal/mol
maximum force = 0.0995 hartree/bohr

The geometry in XYZ format:
```
17
C4H11NS | the OMol25 dataset | ωB97M-V with the def2-TZVPD basis set
C 1.4875 -0.9305 1.6482
C 1.2133 -1.6079 0.3205
S -0.3317 -1.0126 -0.4782
H 0.6261 -1.0885 2.2873
H 1.7413 0.1546 1.4598
H 2.4321 -1.3245 2.0378
H 1.0481 -2.6847 0.4095
H 1.9493 -1.4940 -0.4869
C -1.3259 2.1755 0.4440
C 0.1642 0.6148 -0.9300
N -1.0053 1.4926 -0.7914
H -1.5003 3.2180 0.2362
H -0.4067 2.1103 1.0785
H -2.1019 1.6674 1.0448
H 0.1213 0.7209 -2.0597
H 1.0907 1.0807 -0.6147
H -1.6686 1.5824 -1.5344
```

Here are the Mulliken charges for atoms 1 to 5, given in e:
1. C -0.897
2. C -0.506
3. S -0.124
4. H 0.262
5. H 0.222

***

Entry from the OMol25 dataset: C31H28F2Ge2N4PbSe as an isolated structure (ωB97M-V with the def2-TZVPD basis set).

## Properties
net charge = +3
E_HOMO (spin up / spin down) = -16.625 / -16.624 eV
orbital gap (spin up / spin down) = 7.23 / 4.72 eV
lowest unoccupied orbital energy (spin up / spin down) = -9.4 / -11.9 eV
expectation value of S² = 0.752
E_tot = -8363.94800 a.u.
maximum force = 0.0122 hartree/bohr
2S+1 = 2

The geometry in XYZ format:
```
69
C31H28F2Ge2N4PbSe | the OMol25 dataset | ωB97M-V with the def2-TZVPD basis set
Pb -0.3263 0.2068 0.0735
F -0.5208 -0.3538 5.5105
C 0.2400 -0.2677 4.4302
C -0.3726 -0.1987 3.1840
C 0.4415 -0.1183 2.0739
C 1.8402 -0.1041 2.1372
C 2.3808 -0.1647 3.4216
F 3.7022 -0.1441 3.5899
C 1.6109 -0.2483 4.5678
C 2.6508 -0.0497 0.8871
C 4.0368 -0.1298 0.8248
C 4.6717 -0.0847 -0.4063
C 3.9288 0.0510 -1.5729
C 2.5620 0.1322 -1.4531
N 1.9487 0.0763 -0.2589
H -1.4526 -0.2407 3.1226
H 2.0855 -0.3068 5.5382
H 4.6223 -0.2338 1.7234
H 5.7507 -0.1552 -0.4499
H 4.3952 0.0907 -2.5465
H 1.9258 0.2526 -2.3226
Se -4.1986 -1.8951 1.0484
N -4.0146 -3.3550 0.1056
C -2.8297 -3.3045 -0.4886
C -2.2533 -4.2899 -1.3432
C -1.0126 -4.0421 -1.8470
C -0.3270 -2.8395 -1.5326
N -0.8268 -1.9050 -0.7538
C -2.0732 -2.1261 -0.2147
N -2.6089 -1.2300 0.5886
H -2.7948 -5.1994 -1.5697
H -0.5229 -4.7570 -2.4930
H 0.6646 -2.6633 -1.9332
C -1.9919 3.3504 2.4649
Ge -1.0620 4.2823 1.0720
C 0.8521 4.1609 1.1185
C -1.9075 5.7811 0.2223
Ge -1.5092 2.4747 -1.1376
C -3.3307 1.9110 -1.2915
C -4.3460 2.5139 -0.5507
C -5.6615 2.1109 -0.7417
C -5.9520 1.1135 -1.6625
C -4.9348 0.5110 -2.3971
C -3.6171 0.9004 -2.2130
C -0.3892 2.8895 -2.6274
C 0.1632 4.1594 -2.7872
C 0.8931 4.4432 -3.9335
C 1.0725 3.4633 -4.8998
C 0.5311 2.1925 -4.7294
C -0.1962 1.8920 -3.5876
H -1.9963 4.0266 3.3269
H -1.4601 2.4411 2.7418
H -3.0244 3.1281 2.2028
H 1.1829 4.8819 1.8738
H 1.3114 4.4228 0.1676
H 1.1670 3.1659 1.4340
H -1.8262 6.6034 0.9429
H -2.9624 5.5970 0.0290
H -1.3998 6.0746 -0.6937
H -4.1322 3.3047 0.1578
H -6.4578 2.5849 -0.1835
H -6.9785 0.8102 -1.8200
H -5.1714 -0.2503 -3.1291
H -2.8386 0.4318 -2.8037
H 0.0193 4.9342 -2.0448
H 1.3148 5.4293 -4.0739
H 1.6349 3.6893 -5.7957
H 0.6668 1.4372 -5.4923
H -0.6149 0.8988 -3.4715
```

Here are the Mulliken charges for atoms 1 to 5, given in e:
1. Pb 1.517
2. F -0.291
3. C 0.255
4. C -0.850
5. C 0.473

***

Entry from the OMol25 dataset: an isolated ion of composition C3H7NOS2 and charge +1 at a distorted geometry (ωB97M-V with the def2-TZVPD basis set).

## Properties
net charge = +1
E_HOMO (spin up / spin down) = -13.599 / -13.592 eV
orbital gap (spin up / spin down) = 8.33 / 4.62 eV
lowest unoccupied orbital energy (spin up / spin down) = -5.3 / -9.0 eV
expectation value of S² = 0.755
E_tot = -1044.52744 a.u.
relative energy (zero: lowest compared OMol25 entry of this formula, charge and spin) = 32.1 kcal/mol
maximum force = 0.0831 hartree/bohr
2S+1 = 2

The geometry in XYZ format:
```
14
C3H7NOS2 | the OMol25 dataset | ωB97M-V with the def2-TZVPD basis set
S -3.3692 -2.0633 -1.1227
S -1.2870 -1.6840 -1.3331
C -0.8979 -0.3188 0.0551
C 0.5360 0.0211 -0.3912
C 1.0985 1.0345 0.6476
N 2.3326 0.9176 1.2640
O 0.3934 2.0111 0.9064
H -3.9094 -1.0290 -1.7752
H -1.6032 0.5127 0.0615
H -1.0006 -0.9691 0.9991
H 0.7153 0.2948 -1.4895
H 1.2563 -0.9797 -0.2488
H 3.0269 0.4514 0.8089
H 2.7084 1.8006 1.6180
```

Here are the Mulliken charges for atoms 1 to 5, given in e:
1. S -0.005
2. S 0.270
3. C -0.493
4. C -0.606
5. C 0.337

***

Entry from the OMol25 dataset: a 2-piece molecular cluster, C3H3Br2N overall at a distorted geometry (ωB97M-V with the def2-TZVPD basis set).

## Properties
E_HOMO = -10.334 eV
orbital gap = 9.88 eV
lowest unoccupied orbital energy = -0.5 eV
E_tot = -5318.84333 a.u.
relative energy (zero: lowest compared OMol25 entry of this formula, charge and spin) = 20.8 kcal/mol
maximum force = 0.0637 hartree/bohr

The geometry in XYZ format:
```
9
C3H3Br2N | the OMol25 dataset | ωB97M-V with the def2-TZVPD basis set
C -0.6123 -0.3630 -1.1925
C -0.0684 1.1910 0.6109
C -0.8087 0.2207 0.0438
N -0.2496 -0.7095 -2.2321
Br 2.1700 -1.5187 0.6724
Br -2.2241 -0.7807 0.9994
H 0.7032 1.6677 -0.0192
H -0.2977 1.6402 1.5399
H 1.3877 -1.3476 -0.4227
```

Here are the Mulliken charges for atoms 1 to 5, given in e:
1. C 0.252
2. C -0.505
3. C 0.179
4. N -0.378
5. Br -0.200